No. 1
The following is a quantum chemistry calculation of a molecular structure, C30H44BrN3P2Sr, from the OMol25 dataset.

Values from the calculation:
net charge = +2
HOMO-LUMO gap = 5.33 eV
DFT total energy = -4620.7443 Ha
HOMO level = -12.10 eV

Geometry (Å):
C 2.6680 -5.8751 -2.6700
C 2.2571 -4.5849 -3.0367
C 1.5367 -4.4499 -4.2416
C 1.2314 -5.5942 -4.9971
N 1.6228 -6.8094 -4.6071
C 2.3149 -6.9692 -3.4772
C 2.4212 -3.4651 -2.1335
C 1.8292 -2.6938 -1.3614
C 0.8145 -1.9943 -0.6148
C 0.6575 -2.2658 0.7666
C -0.2852 -1.5648 1.4997
C -1.0762 -0.5981 0.8717
C -0.8586 -0.2628 -0.4761
C 0.0664 -0.9678 -1.2301
Sr 3.3286 -0.8968 -0.4521
P -2.4386 0.1494 1.7748
H 1.1838 -3.4803 -4.5806
H 3.2152 -6.0426 -1.7496
H 0.6677 -5.5114 -5.9385
H 2.6148 -7.9888 -3.1984
H 0.2484 -0.7505 -2.2896
H 1.2323 -3.0838 1.2221
H -1.3705 0.5875 -0.9269
H -0.4087 -1.7565 2.5681
C -1.8084 1.7342 2.3436
C -2.8446 2.7956 2.7366
H -1.1530 2.1168 1.5419
H -1.1233 1.5029 3.1793
H -2.4630 3.3744 3.5885
H -2.9926 3.5047 1.9092
H -3.8147 2.3654 3.0204
C -3.7499 0.2056 0.5485
C -4.1196 -1.1907 0.0203
H -3.3937 0.8542 -0.2671
H -4.6150 0.7158 0.9998
H -4.7180 -1.0723 -0.8903
H -3.2365 -1.7897 -0.2459
H -4.7275 -1.7532 0.7424
C -2.8967 -0.9574 3.0927
C -4.0941 -0.4687 3.9155
H -2.0216 -1.1052 3.7427
H -3.1188 -1.9317 2.6300
H -4.3255 -1.2103 4.6924
H -3.8717 0.4802 4.4267
H -5.0021 -0.3561 3.3022
Br 1.4310 1.2707 0.6364
P -0.3183 3.6837 -2.7241
C -1.8243 3.2017 -1.7567
C -2.9334 4.2521 -1.8827
H -1.5331 3.0672 -0.7027
H -2.1838 2.2317 -2.1331
H -3.8828 3.8546 -1.4979
H -2.6864 5.1613 -1.3198
H -3.0851 4.5349 -2.9323
C 0.8460 4.1367 -1.3739
C 1.7386 5.3210 -1.7499
H 1.4320 3.2473 -1.0986
H 0.2416 4.3839 -0.4907
H 2.2901 5.6608 -0.8681
H 2.4614 5.0413 -2.5215
H 1.1505 6.1676 -2.1192
C 0.2513 2.0542 -3.3545
C -0.2476 1.8697 -4.7941
H -0.0999 1.2513 -2.6949
H 1.3486 2.0483 -3.3127
H 0.2750 1.0415 -5.2856
H -1.3242 1.6618 -4.8211
H -0.0696 2.7780 -5.3828
N 3.6661 1.4560 3.0487
C 3.9723 0.1710 3.3251
C 4.5121 -0.1443 4.5988
C 4.7382 -1.4773 4.9075
C 4.3540 -2.4516 3.9758
C 3.8281 -2.0450 2.7467
N 3.7528 -0.7540 2.3476
H 2.9736 1.6425 2.3162
H 3.7166 2.1265 3.8017
H 4.7079 0.6706 5.2985
H 5.2066 -1.7650 5.8503
H 4.4636 -3.5198 4.1860
H 3.4482 -2.7762 2.0267

=====

No. 2
The following is a quantum chemistry calculation of a molecular structure, C30H44CrN4OP2Si, from the OMol25 dataset.

Values from the calculation:
HOMO-LUMO gap (alpha / beta) = 6.75 / 6.07 eV
DFT total energy = -3480.3494 Ha
multiplicity = 5
HOMO level (alpha / beta) = -6.64 / -6.59 eV

Geometry (Å):
Cr -0.4517 -1.7081 1.5613
C 0.2992 2.7049 -6.1699
C 1.3044 2.4070 -5.3419
C 2.1585 3.3025 -4.5111
C 1.6170 4.7259 -4.2322
C 0.2946 4.7274 -3.5296
C -0.9295 4.6264 -4.0487
C -1.3623 4.5037 -5.4803
C -0.2871 4.0435 -6.4944
C -1.8945 -1.8551 3.3036
H -0.1955 1.8552 -6.6884
H 1.5791 1.3399 -5.2637
H 3.1645 3.3891 -4.9586
H 2.3190 2.8012 -3.5372
H 2.3612 5.2328 -3.5770
H 1.5938 5.3053 -5.1640
H 0.3637 4.8095 -2.4259
H -1.7764 4.6597 -3.3430
H -1.7927 5.4586 -5.8264
H -2.1973 3.7803 -5.5123
H -0.7901 3.9772 -7.4857
H 0.4817 4.8196 -6.5997
H -2.6653 -2.6285 3.1289
H -2.4096 -0.9137 3.3439
H -1.3116 -1.9071 4.2345
P -0.3385 0.6128 1.7285
P 1.0256 -1.4270 -0.1049
N -1.7985 1.4869 1.5049
N 0.2077 1.3563 3.1805
N 0.3352 -1.3272 -1.7001
N 2.3282 -2.5403 -0.3415
C 0.7823 1.2514 0.4639
C 1.8465 0.1916 0.0699
C -3.0052 0.9103 1.0717
C -3.9074 1.9334 0.7878
C -3.2435 3.1891 1.0468
C -1.9498 2.8814 1.4819
C -0.3501 1.1320 4.4642
C 0.5193 1.6466 5.4280
C 1.6600 2.1921 4.7357
C 1.4443 1.9952 3.3768
C -0.8401 -2.0089 -2.0473
C -1.1479 -1.7162 -3.3786
C -0.1434 -0.8173 -3.8692
C 0.7515 -0.5977 -2.8075
C 3.2282 -2.6362 -1.4172
C 4.2556 -3.5249 -1.0731
C 3.9837 -3.9815 0.2680
C 2.8061 -3.3647 0.6906
H 1.2514 2.1940 0.7708
H 0.1526 1.4773 -0.4097
H 2.4083 0.4833 -0.8279
H 2.5814 0.0505 0.8810
H -3.0967 -0.1596 1.0114
H -4.9183 1.8046 0.4427
H -3.6570 4.1725 0.9400
H -1.1424 3.5248 1.7928
H -1.3037 0.6457 4.5669
H 0.3574 1.6408 6.4906
H 2.5164 2.6692 5.1723
H 2.0582 2.2468 2.5303
H -1.3397 -2.6306 -1.3235
H -1.9900 -2.0936 -3.9295
H -0.0712 -0.3824 -4.8482
H 1.6392 0.0245 -2.7730
H 3.0450 -2.1007 -2.3356
H 5.0739 -3.8129 -1.7028
H 4.5722 -4.6782 0.8364
H 2.2537 -3.4406 1.6115
C -1.1552 -3.8329 5.8974
Si -1.2262 -4.4266 4.0922
C 0.0421 -5.7584 3.8908
C -2.9333 -5.1921 3.8109
O -0.7126 -3.3771 2.8600
H -1.3189 -4.6941 6.5684
H -1.9173 -3.0874 6.1110
H -0.1656 -3.4228 6.1070
H -0.1546 -6.5694 4.5964
H -0.0115 -6.1400 2.8755
H 1.0273 -5.3436 4.0794
H -3.7332 -4.4750 3.9699
H -2.9811 -5.5803 2.7921
H -3.0740 -6.0299 4.5105

=====

No. 3
The following is a quantum chemistry calculation of 7 unconnected molecules or ions with the total composition C30H44F6NO18S3, from the OMol25 dataset.

Values from the calculation:
net charge = +1
HOMO-LUMO gap = 6.97 eV
DFT total energy = -4371.8943 Ha
HOMO level = -10.64 eV

Geometry (Å):
C 0.7584 -3.6313 2.5847
C -0.2559 -2.3232 2.3983
C -0.9637 -2.5098 0.9272
C -1.1981 -1.1089 0.1069
N -0.6912 -1.1947 -1.3192
C -1.5650 -2.0579 -2.2017
C -0.6914 -3.0867 -3.1892
C -1.6182 -4.2124 -3.9387
C -2.1376 -5.4380 -2.9818
S -1.0097 -5.8646 -1.5490
C -0.5456 0.2205 -1.8322
S -1.8084 1.2922 -2.2288
S 1.2198 0.9258 -2.0256
C 2.4202 -0.4644 -2.4890
C 2.5387 -1.6461 -1.3580
C 4.0950 -2.0213 -0.9302
H 1.4505 -3.4246 3.5248
H 0.1578 -4.6517 2.7168
H 1.4693 -3.7428 1.6614
H 0.3368 -1.2945 2.5163
H -1.0356 -2.4073 3.2807
H -0.2536 -3.2002 0.2813
H -1.9997 -3.0855 1.0415
H -0.5155 -0.2917 0.6460
H -2.3313 -0.7524 0.1775
H -2.2485 -2.7742 -1.5350
H -2.3000 -1.4746 -2.9009
H 0.2674 -3.5169 -2.6511
H -0.2711 -2.3763 -4.0516
H -1.0787 -4.5724 -4.9356
H -2.5988 -3.6437 -4.3116
H -2.1750 -6.4074 -3.6775
H -3.2523 -5.3024 -2.5920
H -1.3681 -5.2208 -0.3542
H 0.3521 -5.7255 -1.8603
H 2.0600 -0.8539 -3.5565
H 3.4814 0.0168 -2.6095
H 1.9340 -1.3413 -0.3871
H 2.0561 -2.6689 -1.7380
H 4.0671 -3.1495 -0.5777
H 4.4432 -1.2725 -0.0982
H 4.7594 -1.9945 -1.8977
C 6.7226 3.2281 -3.6097
C 5.6637 3.9488 -2.8473
O 4.7876 2.9197 -2.4471
C 5.5714 1.8109 -2.3336
O 5.2371 0.7932 -1.7502
O 6.7822 1.9809 -2.9472
F 4.9845 4.7980 -3.6505
H 6.4547 3.0690 -4.6596
H 7.6873 3.7409 -3.5677
H 6.0312 4.4835 -1.9649
C -1.9437 4.9107 -0.8253
C -2.0980 4.3571 0.5499
O -2.3307 5.5002 1.3412
C -2.9421 6.3890 0.5088
O -3.5421 7.3809 0.8883
O -2.8076 6.0293 -0.8042
F -0.9507 3.7765 0.9675
H -0.9222 5.2451 -1.0353
H -2.2449 4.1972 -1.5971
H -2.9324 3.6564 0.6607
C -1.3107 -7.4246 4.6576
C -1.3794 -8.3839 3.5189
O -2.1236 -7.6870 2.5455
C -1.8611 -6.3697 2.7745
O -2.0983 -5.4761 1.9788
O -1.2920 -6.1721 4.0028
F -2.0668 -9.4953 3.8653
H -2.1877 -7.4794 5.3112
H -0.4118 -7.5632 5.2645
H -0.4036 -8.6621 3.1068
C -5.0218 -9.4945 7.1658
C -5.3658 -8.6625 8.3537
O -4.1202 -8.1496 8.7687
C -3.3724 -8.0720 7.6323
O -2.3418 -7.4269 7.5339
O -3.9224 -8.7994 6.6126
F -5.8647 -9.4276 9.3503
H -4.7111 -10.5095 7.4352
H -5.8458 -9.5582 6.4499
H -6.0514 -7.8357 8.1392
C -0.5860 9.7902 0.8116
C 0.1694 8.5542 0.4600
O 1.0470 8.9824 -0.5565
C 1.2813 10.2983 -0.2916
O 2.1949 10.9426 -0.7797
O 0.3717 10.8069 0.5946
F -0.6552 7.6157 -0.0567
H -1.4490 9.9593 0.1590
H -0.9268 9.7879 1.8504
H 0.7454 8.1292 1.2888
C 2.3845 9.9435 -3.9051
C 0.9945 9.7877 -4.4201
O 1.1472 8.9272 -5.5260
C 2.2335 8.1595 -5.2305
O 2.5166 7.1230 -5.8080
O 2.9639 8.6888 -4.2020
F 0.5092 10.9690 -4.8635
H 2.9419 10.7319 -4.4219
H 2.4100 10.1426 -2.8304
H 0.2968 9.3438 -3.7018